1.
The following is a quantum chemistry calculation of 4 unconnected molecules or ions with the total composition C22H34N2O15S in a non-equilibrium geometry, from OMol25.

Output
Largest force on an atom: 4.1 eV/Å
Gap between HOMO and LUMO: 9.0863 eV
Lowest unoccupied orbital energy: -0.014 Ha
SMILES string: CN(C)C(=O)C[C@]1(C[SH](=O)=O)OC(=O)O[C@H]1c1ccncc1.COC(=O)OC.COC(=O)OC.COC(=O)OC
Spin multiplicity: 1

Geometry (Å):
S1 1.49 -1.61 4.09
O1 1.83 -4.08 -4.14
O2 -8.79 0.50 7.69
O3 0.79 -2.29 -0.62
O4 4.43 0.48 -8.46
O5 -6.99 1.31 6.81
O6 -0.83 -1.73 0.97
O7 1.22 -0.88 1.18
O8 2.32 -1.98 -4.83
O9 1.29 -1.74 5.53
O10 2.58 2.88 1.08
O11 -8.93 1.51 5.66
O12 2.90 -1.44 3.78
O13 4.75 0.78 -10.58
O14 1.78 -3.66 -6.26
O15 6.54 0.82 -9.19
N1 -4.96 0.83 3.15
N2 3.06 1.32 2.71
C1 5.36 0.71 -9.39
C2 1.93 -2.74 -7.34
C3 -0.99 -0.32 1.29
C4 -2.90 1.40 1.96
C5 4.94 0.37 -7.13
C6 0.44 -0.20 3.55
C7 3.16 2.21 3.91
C8 -8.30 1.14 6.62
C9 2.05 -3.65 -2.79
C10 2.01 -3.12 -5.05
C11 0.38 0.00 1.99
C12 -10.20 0.26 7.63
C13 4.42 1.10 2.19
C14 -4.18 1.77 2.54
C15 -2.33 0.05 1.96
C16 2.19 1.92 1.72
C17 -3.20 -0.93 2.65
C18 0.73 1.45 1.44
C19 -4.45 -0.41 3.19
C20 0.45 -1.72 0.35
C21 5.64 1.03 -11.68
C22 -6.32 1.98 5.74
H1 4.10 0.19 -6.47
H2 5.11 0.86 3.05
H3 -5.27 2.06 6.00
H4 4.07 2.02 4.52
H5 1.72 -3.28 -8.26
H6 4.87 1.98 1.67
H7 -5.10 -1.18 3.69
H8 0.57 1.42 0.32
H9 1.08 -2.80 3.48
H10 -10.75 1.19 7.58
H11 3.14 3.27 3.53
H12 6.15 1.98 -11.55
H13 1.22 -1.92 -7.25
H14 2.95 -2.36 -7.38
H15 0.00 2.16 1.90
H16 5.63 -0.47 -7.05
H17 5.42 1.30 -6.83
H18 -10.44 -0.38 6.78
H19 -10.48 -0.26 8.54
H20 3.07 -3.30 -2.65
H21 -6.41 1.42 4.81
H22 -0.58 -0.31 4.01
H23 2.28 2.09 4.61
H24 6.36 0.21 -11.78
H25 0.88 0.74 3.99
H26 4.48 0.21 1.50
H27 5.03 1.07 -12.58
H28 -6.72 2.99 5.61
H29 1.34 -2.87 -2.52
H30 -1.10 0.12 0.26
H31 -4.57 2.82 2.48
H32 -2.90 -2.01 2.74
H33 1.88 -4.50 -2.14
H34 -2.31 2.21 1.46

---

2.
The following is a quantum chemistry calculation of C22H34N2O5 in the gas phase, from OMol25.

Output
Largest force on an atom: 0.3 eV/Å
Gap between HOMO and LUMO: 9.1558 eV
Lowest unoccupied orbital energy: 0.024 Ha
SMILES string: CCc1ccccc1OCCC(=O)N(C)C[C@H](C)NC(=O)COC[C@@H]1CCOC1
Spin multiplicity: 1
Relative energy (zero: lowest compared OMol25 entry of this formula, charge and spin): 0.1036 eV

Geometry (Å):
O1 -7.66 0.70 -0.66
O2 -3.99 2.42 0.50
O3 3.89 -1.87 -0.82
O4 -1.73 0.94 -0.08
O5 1.67 -3.12 2.25
N1 -1.21 0.70 2.11
N2 0.59 -2.11 0.55
C1 2.59 1.06 -1.28
C2 4.86 0.08 -1.69
C3 5.97 0.91 -1.82
C4 -7.86 2.02 -0.14
C5 2.53 -3.58 0.10
C6 -4.78 1.33 0.02
C7 6.20 -1.36 -0.25
C8 3.90 -2.91 0.15
C9 -6.68 2.87 -0.63
C10 -6.59 0.73 -1.60
C11 0.43 -1.75 -0.86
C12 7.17 0.63 -1.19
C13 -1.98 1.17 1.09
C14 -0.01 -0.08 1.85
C15 -3.14 2.06 1.54
C16 7.28 -0.50 -0.41
C17 3.54 0.42 -2.31
C18 -5.66 1.83 -1.11
C19 0.90 -0.04 3.06
C20 1.56 -2.91 1.05
C21 -0.39 -1.52 1.45
C22 5.00 -1.07 -0.90
H1 -5.39 0.94 0.85
H2 -6.98 3.50 -1.46
H3 -4.12 0.53 -0.34
H4 5.87 1.80 -2.44
H5 -6.96 0.95 -2.60
H6 0.49 0.37 0.99
H7 8.02 1.30 -1.31
H8 4.09 -2.51 1.15
H9 4.68 -3.63 -0.10
H10 1.21 0.99 3.28
H11 8.21 -0.73 0.10
H12 1.78 -0.65 2.89
H13 -3.69 1.56 2.35
H14 0.39 -0.45 3.94
H15 2.45 0.39 -0.44
H16 -1.35 -1.50 0.93
H17 -5.02 2.22 -1.90
H18 3.70 1.12 -3.14
H19 2.19 -3.65 -0.93
H20 -0.32 -2.38 -1.34
H21 -7.89 1.94 0.95
H22 1.62 1.28 -1.71
H23 0.08 -0.72 -0.92
H24 -6.27 3.51 0.15
H25 6.30 -2.24 0.36
H26 -0.47 -2.15 2.33
H27 1.37 -1.82 -1.39
H28 3.07 -0.47 -2.73
H29 2.64 -4.59 0.48
H30 -2.73 2.99 1.94
H31 -1.44 0.95 3.06
H32 -8.82 2.41 -0.48
H33 -6.13 -0.26 -1.61
H34 3.02 1.99 -0.90